Record 1
15
Properties=species:S:1:pos:R:3:mulliken_charge:R:1 method="wB97M-V/def2-TZVPD" homo_lumo_gap_ev=12.44 e_above_lowest_kj_mol=155.8 largest_force_ev_per_a=5.0 lumo_energy_ev=-3.56 charge=+1 energy_ha=-212.86099
H 1.426 1.256 -0.233 0.353
H 1.960 -0.975 0.203 0.371
H -2.201 -0.020 -0.870 0.315
H -0.704 0.909 -1.683 0.299
C 0.927 -0.798 0.380 -0.621
H 1.140 1.089 1.497 0.419
H -0.630 2.070 0.358 0.371
C 0.744 0.739 0.539 -0.807
C -1.101 0.222 -0.813 -0.421
H -0.846 -2.002 -0.180 0.298
H 0.082 -1.559 -1.599 0.327
N -0.678 0.998 0.376 -0.103
H 0.942 -1.383 1.337 0.325
H -0.829 0.613 1.287 0.358
C -0.232 -1.159 -0.600 -0.483

Record 2
15
Properties=species:S:1:pos:R:3:mulliken_charge:R:1 method="wB97M-V/def2-TZVPD" homo_lumo_gap_ev=6.60 e_above_lowest_kj_mol=611.5 largest_force_ev_per_a=6.5 lumo_energy_ev=-8.38 charge=+1 energy_ha=-212.68743
H 0.530 -1.948 -2.249 0.281
H 1.413 1.995 -0.071 0.365
C -0.372 0.805 -0.283 0.191
C 0.890 1.215 0.513 -0.971
H -0.582 -1.567 2.033 0.255
C 0.188 -1.361 -1.373 -0.505
N -0.981 -0.731 1.584 -0.548
C 0.079 -0.034 -1.438 -0.073
H -1.981 -0.802 1.769 0.255
H 0.370 0.531 -2.344 0.349
H -0.951 1.682 -0.572 0.380
H -0.774 -0.005 0.648 0.047
H -0.051 -1.846 -0.412 0.261
H 1.522 0.358 0.717 0.390
H 0.701 1.708 1.478 0.323

Record 3
15
Properties=species:S:1:pos:R:3:mulliken_charge:R:1 method="wB97M-V/def2-TZVPD" homo_lumo_gap_ev="10.35 / 9.74" e_above_lowest_kj_mol=149.1 largest_force_ev_per_a=4.6 multiplicity=2 lumo_energy_ev="-9.84 / -12.35" charge=+2 energy_ha=-212.32194
N 1.190 -0.584 1.289 -0.086
H -2.088 1.607 -0.400 0.360
C -1.723 -0.555 -0.941 -0.549
H -2.032 -1.159 -0.060 0.441
H 0.173 -0.693 1.083 0.209
H 2.489 -1.314 2.763 0.296
H 0.712 0.576 -1.512 0.248
H -0.201 1.178 -2.774 0.364
C -1.498 0.829 -0.992 0.205
H 0.283 2.328 -1.304 0.379
C 1.499 -1.052 2.487 0.008
H 1.844 -0.219 0.598 0.287
C -0.136 1.304 -1.650 -0.790
H 0.766 -1.103 3.190 0.276
H -1.278 -1.143 -1.778 0.352

Record 4
16
Properties=species:S:1:pos:R:3:mulliken_charge:R:1 method="wB97M-V/def2-TZVPD" homo_lumo_gap_ev=10.06 e_above_lowest_kj_mol=673.7 largest_force_ev_per_a=8.3 lumo_energy_ev=0.89 charge=0 energy_ha=-267.66873
C -1.439 0.769 -0.174 -0.844
H 1.489 1.062 1.117 0.287
N -1.629 -0.819 0.219 -0.443
N 2.043 -0.312 -0.430 -0.770
H 0.488 1.681 -0.343 0.331
C 1.103 0.704 0.148 -0.631
H -1.075 0.695 -1.342 0.314
H -2.395 1.388 -0.167 0.318
C -0.276 -1.060 -0.401 -0.605
H -1.797 -0.952 1.165 0.218
H 3.086 -0.208 0.105 0.294
H -0.334 -2.253 -0.522 0.246
H -0.776 1.409 0.360 0.230
H -0.479 -0.534 -1.418 0.310
C 0.906 -0.673 0.318 0.390
H 1.087 -0.897 1.367 0.355

Record 5
16
Properties=species:S:1:pos:R:3:mulliken_charge:R:1 method="wB97M-V/def2-TZVPD" homo_lumo_gap_ev=9.28 e_above_lowest_kj_mol=153.7 largest_force_ev_per_a=4.3 lumo_energy_ev=0.97 charge=0 energy_ha=-267.86677
C -1.137 -0.717 -0.898 -0.444
H 1.032 0.048 2.630 0.298
N 0.473 -0.431 1.927 -0.569
H -1.396 -1.472 -1.649 0.333
H -2.214 0.988 -0.999 0.222
H 1.873 1.326 -0.528 0.242
C 0.366 -0.844 -0.470 -0.814
H -1.799 0.571 -2.438 0.246
H 1.332 2.078 1.135 0.328
H -1.798 -0.941 -0.055 0.361
C 0.718 0.077 0.643 0.539
H -0.483 -0.254 2.269 0.230
H 0.521 -1.874 -0.147 0.332
H 0.917 -0.682 -1.380 0.343
C 1.392 1.284 0.431 -1.016
N -1.361 0.644 -1.506 -0.631

Record 6
16
Properties=species:S:1:pos:R:3:mulliken_charge:R:1 method="wB97M-V/def2-TZVPD" homo_lumo_gap_ev=9.39 e_above_lowest_kj_mol=328.2 largest_force_ev_per_a=4.4 lumo_energy_ev=1.12 charge=0 energy_ha=-267.80033
H 0.235 -0.387 -2.076 0.265
H -1.316 2.463 0.729 0.284
N -0.529 1.964 0.282 -0.591
C -1.427 -0.431 -0.030 -0.906
H 1.866 -0.991 0.705 0.322
C 0.829 -1.467 0.762 -1.386
H -1.969 0.170 -0.828 0.336
C 0.739 0.122 -1.184 -1.572
H -1.772 -1.291 0.497 0.320
N -0.553 0.679 0.905 -0.519
H 1.842 -0.113 -1.163 0.376
H 0.472 1.106 -1.363 0.581
H 0.329 2.456 0.698 0.229
C 0.040 -0.389 0.011 1.558
H 0.817 -2.371 0.284 0.318
H 0.396 -1.519 1.770 0.385

Record 7
16
Properties=species:S:1:pos:R:3:mulliken_charge:R:1 method="wB97M-V/def2-TZVPD" homo_lumo_gap_ev=8.79 e_above_lowest_kj_mol=391.7 largest_force_ev_per_a=4.2 lumo_energy_ev=0.58 charge=0 energy_ha=-267.77615
N -0.613 1.638 -1.132 -0.421
H 1.110 2.004 -2.204 0.304
C 0.857 -0.825 1.806 0.017
H -1.318 -0.424 -0.868 0.298
H -0.020 1.755 -3.406 0.291
H -0.479 0.572 2.559 0.249
H 1.565 -0.056 1.480 0.299
N -0.091 -0.370 2.699 -0.504
C -1.399 0.646 -0.889 -0.307
C 0.875 -1.994 1.037 -0.774
H 0.171 -2.760 1.245 0.279
H 0.655 0.438 -2.409 0.329
H -2.440 0.965 -0.780 0.287
H -0.837 -0.978 3.039 0.212
H 1.674 -2.050 0.246 0.220
C 0.291 1.438 -2.423 -0.781

Record 8
16
Properties=species:S:1:pos:R:3:mulliken_charge:R:1 method="wB97M-V/def2-TZVPD" homo_lumo_gap_ev=10.08 e_above_lowest_kj_mol=170.3 largest_force_ev_per_a=1.3 lumo_energy_ev=1.03 charge=0 energy_ha=-267.86047
C 0.347 1.509 -1.071 -0.816
H -0.135 2.351 -1.557 0.351
H 0.442 0.711 -1.809 0.128
H 0.299 -1.861 0.177 0.222
C 1.698 1.786 -0.454 0.059
H -0.209 -1.162 -1.248 0.195
H 2.373 2.504 -0.914 0.310
H 3.004 1.507 1.186 0.253
H -2.874 -1.857 1.573 0.233
C 2.165 1.137 0.607 -0.722
N -0.492 -1.559 -0.370 -0.420
H 1.748 0.206 0.980 0.180
C -1.739 -1.418 0.133 0.129
H -0.275 1.224 -0.230 0.235
N -1.938 -1.501 1.396 -0.694
H -2.556 -1.304 -0.582 0.357

Record 9
16
Properties=species:S:1:pos:R:3:mulliken_charge:R:1 method="wB97M-V/def2-TZVPD" homo_lumo_gap_ev=10.17 e_above_lowest_kj_mol=193.4 largest_force_ev_per_a=2.6 lumo_energy_ev=1.04 charge=0 energy_ha=-267.85165
H 1.771 -0.255 0.817 0.366
N -0.604 0.779 -1.380 -0.404
C -0.244 1.087 -2.545 -0.273
H 0.715 1.413 -2.935 0.271
C 0.807 -0.313 0.293 -0.674
N -0.991 -0.761 2.065 -0.548
H -1.073 1.037 -3.261 0.254
H -0.886 -1.659 0.083 0.260
H -0.398 1.261 0.668 0.226
H 0.186 -2.186 1.228 0.330
H 1.237 -0.974 -0.507 0.293
H -0.667 -1.166 2.936 0.264
C 0.201 1.012 -0.207 -0.382
C -0.266 -1.251 0.897 -0.583
H 0.974 1.765 -0.388 0.362
H -0.761 0.210 2.236 0.239

Record 10
16
Properties=species:S:1:pos:R:3:mulliken_charge:R:1 method="wB97M-V/def2-TZVPD" homo_lumo_gap_ev="8.09 / 8.09" e_above_lowest_kj_mol=560.4 largest_force_ev_per_a=4.9 lumo_energy_ev="-9.71 / -9.77" charge=+2 energy_ha=-266.98428
C 0.487 -1.208 -0.542 -0.698
H 0.912 3.295 -1.921 0.390
H -1.452 -0.986 2.001 0.400
N 0.314 2.653 -1.407 -0.155
C 1.017 1.673 -0.544 -0.118
H -0.111 -1.944 -1.140 0.260
H 1.147 -0.540 1.444 0.454
H -0.132 3.156 -0.670 0.381
H -0.356 2.185 -1.926 0.333
H 1.474 -1.306 -0.974 0.293
C 0.310 -0.898 0.948 -0.350
C -0.237 -0.003 -0.098 -0.174
H -0.316 -2.419 2.266 0.357
N -0.701 -1.680 1.675 -0.317
H -1.196 0.500 -0.194 0.517
H -1.160 -2.478 1.082 0.425

Record 11
17
Properties=species:S:1:pos:R:3:mulliken_charge:R:1 method="wB97M-V/def2-TZVPD" homo_lumo_gap_ev=9.44 e_above_lowest_kj_mol=742.2 largest_force_ev_per_a=11.4 lumo_energy_ev=0.66 charge=0 energy_ha=-342.91877
H -0.246 1.535 0.807 0.350
H -2.151 -1.306 0.048 0.301
N 0.182 -0.746 0.565 -0.588
H 2.021 1.499 0.096 0.327
C -1.141 1.121 0.539 -1.344
H 0.065 0.621 -1.175 0.521
H -1.149 -1.639 -1.261 0.318
O 2.159 0.927 -0.606 -0.424
C 1.308 -0.934 0.425 -0.163
H -1.281 0.636 1.636 0.291
H -2.617 -0.066 -1.244 0.229
H 1.531 -1.794 0.984 0.300
H 3.171 -0.826 -0.014 0.283
C -0.496 0.138 -0.388 0.596
C -1.578 -0.745 -0.760 -1.201
H -2.034 1.894 0.480 0.294
N 2.257 -0.314 -0.132 -0.091

Record 12
17
Properties=species:S:1:pos:R:3:mulliken_charge:R:1 method="wB97M-V/def2-TZVPD" homo_lumo_gap_ev=5.63 e_above_lowest_kj_mol=764.1 largest_force_ev_per_a=5.0 lumo_energy_ev=-2.74 charge=0 energy_ha=-342.91043
H -0.908 -0.570 -0.834 0.422
N 3.545 -0.058 0.901 -0.679
H 0.939 1.297 -0.061 0.350
H -2.937 0.794 1.509 0.390
H 4.375 0.531 0.939 0.218
C 1.240 -0.562 -0.859 -0.106
C -0.006 -1.055 -0.459 -0.363
H -4.092 -0.607 0.371 0.217
H -0.117 -1.983 0.098 0.311
N -3.196 -0.494 -0.097 -0.674
H 3.507 -0.437 1.841 0.188
C -2.556 0.423 0.540 0.095
H 2.164 1.198 -1.435 0.329
O -1.466 0.944 0.108 -0.681
H 2.765 0.531 0.391 0.331
C 1.675 0.704 -0.601 -0.670
H 1.951 -1.303 -1.233 0.322